20 unconnected molecules or ions with the total composition C44H136N32O20 in a non-equilibrium geometry. Source: the OMol25 dataset; level of theory: ωB97M-V/def2-TZVPD.

The value obtained for the energy above the lowest of the compared OMol25 structures with the same formula, charge and spin is 113.3 kJ/mol.

Structure (ORCA input):
```
! RIJCOSX wB97M-V def2-TZVPD def2/J DEFGRID3
* xyz 0 1
C -3.04 1.92 -3.72
C -3.19 0.41 -3.88
C -3.82 -0.21 -2.65
O -3.21 0.22 -1.37
C -3.75 -0.57 -0.28
N -3.98 -0.05 -5.00
H -2.69 2.37 -4.64
H -2.26 2.11 -2.94
H -4.03 2.38 -3.42
H -2.17 0.06 -3.97
H -3.65 -1.30 -2.69
H -4.88 -0.02 -2.63
H -3.85 -1.66 -0.50
H -4.71 -0.20 0.06
H -3.05 -0.58 0.58
H -3.87 0.56 -5.82
H -3.81 -1.07 -5.26
C 1.16 -7.15 -4.25
C 2.01 -5.97 -4.63
C 1.08 -4.84 -5.28
O 0.31 -5.38 -6.28
C 1.02 -5.83 -7.40
N 2.89 -5.44 -3.54
H 0.71 -7.09 -3.25
H 1.79 -8.07 -4.23
H 0.35 -7.23 -5.04
H 2.68 -6.30 -5.41
H 1.69 -3.95 -5.52
H 0.35 -4.41 -4.54
H 2.13 -5.77 -7.24
H 0.81 -5.29 -8.31
H 0.69 -6.90 -7.45
H 3.56 -6.12 -3.26
H 3.46 -4.71 -4.03
C 6.10 -0.51 -4.37
C 4.73 -1.06 -3.98
C 3.95 -1.40 -5.22
O 4.67 -2.51 -5.76
C 4.40 -2.78 -7.13
N 4.71 -2.41 -3.17
H 5.99 0.16 -5.24
H 6.84 -1.27 -4.61
H 6.49 0.12 -3.52
H 4.10 -0.42 -3.35
H 4.02 -0.51 -5.89
H 2.94 -1.53 -4.95
H 4.77 -3.75 -7.43
H 4.77 -1.94 -7.78
H 3.28 -2.90 -7.34
H 5.60 -2.41 -2.60
H 5.03 -3.10 -3.90
C -6.20 5.49 3.04
C -5.45 6.05 1.88
C -5.61 5.06 0.69
O -4.85 3.87 0.98
C -4.98 2.98 -0.17
N -5.94 7.39 1.57
H -6.22 6.17 3.86
H -5.73 4.58 3.36
H -7.24 5.31 2.67
H -4.37 6.11 2.12
H -5.41 5.48 -0.29
H -6.70 4.82 0.76
H -4.75 3.58 -1.10
H -5.99 2.64 -0.24
H -4.34 2.09 -0.17
H -5.72 7.68 0.60
H -5.43 8.02 2.14
C 1.52 -4.76 2.67
C 1.23 -3.38 3.18
C 1.31 -3.32 4.71
O 0.10 -3.89 5.32
C 0.30 -4.22 6.73
N 2.29 -2.48 2.64
H 0.84 -5.56 3.01
H 2.47 -5.15 3.06
H 1.59 -4.93 1.56
H 0.25 -3.02 2.90
H 1.48 -2.30 5.12
H 2.24 -3.85 4.94
H 0.96 -3.45 7.32
H 0.86 -5.20 6.75
H -0.72 -4.26 7.23
H 3.15 -2.60 3.14
H 2.53 -2.82 1.72
C 5.15 0.43 3.72
C 4.49 1.12 2.52
C 4.91 0.65 1.09
O 6.25 1.15 0.71
C 6.72 0.41 -0.41
N 3.10 0.80 2.61
H 6.26 0.55 3.63
H 4.90 -0.64 3.62
H 4.83 0.89 4.57
H 4.74 2.18 2.52
H 4.20 1.07 0.39
H 4.98 -0.46 0.96
H 7.80 0.55 -0.42
H 6.32 0.80 -1.40
H 6.48 -0.64 -0.31
H 2.60 1.20 1.83
H 2.88 -0.18 2.49
C -3.04 -2.21 5.39
C -3.17 -2.89 3.99
C -2.50 -2.11 2.86
O -2.75 -0.70 2.93
C -1.61 0.02 3.25
N -2.79 -4.36 4.00
H -3.50 -2.83 6.13
H -3.56 -1.25 5.32
H -2.03 -2.06 5.74
H -4.22 -2.94 3.73
H -2.79 -2.56 1.87
H -1.45 -2.17 2.92
H -0.86 0.03 2.47
H -1.16 -0.31 4.24
H -1.80 1.04 3.53
H -1.79 -4.43 4.13
H -3.32 -4.78 4.77
C -0.43 4.75 7.68
C -1.62 3.89 7.30
C -1.18 2.39 7.36
O 0.08 2.07 6.95
C 0.61 0.86 7.38
N -2.78 4.27 8.12
H -0.20 4.68 8.73
H -0.89 5.75 7.55
H 0.45 4.53 7.02
H -1.80 4.19 6.27
H -2.01 1.84 6.88
H -1.25 2.04 8.40
H 1.66 0.87 7.15
H 0.11 0.03 6.89
H 0.53 0.71 8.47
H -3.66 3.99 7.67
H -2.73 3.93 9.08
C -5.93 0.76 4.03
O -5.45 0.15 5.00
N -7.21 1.24 3.82
N -5.14 1.18 2.95
H -7.15 2.01 3.14
H -7.89 1.46 4.56
H -5.45 1.76 2.25
H -4.27 0.70 2.93
C -1.53 -3.03 -3.27
O -2.04 -3.32 -4.30
N -0.47 -2.18 -3.11
N -2.06 -3.53 -2.08
H -0.16 -1.76 -4.00
H -0.51 -1.47 -2.42
H -2.57 -4.39 -2.21
H -1.43 -3.47 -1.27
C -1.56 6.78 1.91
O -2.16 7.65 1.27
N -1.75 5.39 1.83
N -0.48 7.02 2.65
H -1.26 4.84 2.53
H -2.59 4.95 1.56
H -0.30 6.31 3.36
H -0.17 7.98 2.94
C -0.08 5.34 -1.11
O 0.79 4.66 -0.56
N -0.83 4.84 -2.11
N -0.39 6.61 -0.62
H -0.61 4.04 -2.67
H -1.45 5.51 -2.42
H -0.13 6.85 0.31
H -1.39 6.85 -0.71
C 0.76 3.39 3.58
O -0.25 4.10 3.78
N 1.00 2.22 4.22
N 1.64 3.78 2.57
H 1.85 1.75 3.94
H 0.60 2.06 5.15
H 2.31 3.19 2.24
H 1.22 4.37 1.87
C 4.11 4.07 0.44
O 3.47 3.05 0.13
N 3.57 5.37 0.37
N 5.47 3.94 0.79
H 2.69 5.42 -0.09
H 4.13 6.16 0.50
H 5.97 4.81 0.54
H 5.90 3.06 0.48
C -0.01 -2.21 -6.82
O 0.21 -1.64 -5.77
N 0.75 -2.03 -7.87
N -1.16 -2.96 -6.99
H 0.48 -2.24 -8.84
H 1.59 -1.44 -7.72
H -1.55 -3.34 -6.20
H -0.99 -3.55 -7.73
C -2.47 -6.08 0.51
O -2.42 -6.04 -0.71
N -1.53 -5.51 1.33
N -3.60 -6.73 1.16
H -0.74 -4.98 1.02
H -1.83 -5.15 2.22
H -3.66 -6.65 2.17
H -4.48 -6.69 0.68
C 2.47 0.90 -7.29
O 2.76 0.29 -8.30
N 3.38 1.83 -6.77
N 1.29 0.85 -6.69
H 4.14 2.00 -7.42
H 3.20 2.61 -6.16
H 0.86 1.41 -5.83
H 0.67 0.21 -7.16
C 1.89 1.78 -3.24
O 1.53 2.24 -4.34
N 2.59 2.43 -2.30
N 1.87 0.38 -2.96
H 2.79 1.97 -1.44
H 2.63 3.40 -2.17
H 1.37 -0.08 -3.70
H 1.83 0.10 -1.96
C 0.34 0.72 -0.08
O 1.54 0.61 -0.25
N -0.51 -0.30 -0.10
N -0.23 1.95 -0.06
H -1.36 -0.07 -0.56
H -0.26 -1.32 -0.16
H -1.16 2.03 0.15
H 0.32 2.77 -0.41
C 1.06 -3.36 -0.95
O 0.08 -3.00 -0.29
N 2.21 -2.56 -1.05
N 1.03 -4.60 -1.45
H 1.96 -1.60 -0.85
H 2.78 -2.70 -1.88
H 1.69 -5.01 -2.10
H 0.13 -5.05 -1.32
*
```

A molecular structure, C44H23N11O4Ti. Source: the OMol25 dataset; level of theory: ωB97M-V/def2-TZVPD.

The value obtained for the energy above the lowest of the compared OMol25 structures with the same formula, charge and spin is 0.0 kJ/mol. The expectation value of S² is 2.026.

Structure (ORCA input):
```
! RIJCOSX wB97M-V def2-TZVPD def2/J DEFGRID3
* xyz -2 3
Ti 1.25 0.40 -0.50
C -5.30 0.53 -1.18
C -4.98 1.18 -2.40
C -3.69 1.56 -2.68
C -2.69 1.27 -1.74
C -1.29 1.51 -1.72
N -0.68 2.32 -2.60
C 0.56 2.70 -2.44
C 1.17 3.72 -3.27
C 0.66 4.49 -4.31
C 1.51 5.40 -4.92
C 2.85 5.53 -4.50
C 3.35 4.77 -3.46
C 2.49 3.86 -2.85
C 2.67 2.91 -1.77
N 3.85 2.70 -1.21
C 3.98 1.85 -0.22
N 2.98 1.12 0.39
C 3.54 0.46 1.48
N 2.95 -0.21 2.41
C 1.62 -0.35 2.46
N 0.70 0.03 1.50
C -0.56 -0.23 2.00
N -1.72 -0.08 1.39
C -1.79 0.45 0.18
N -0.74 0.96 -0.57
C -3.01 0.62 -0.53
C -4.33 0.26 -0.25
C -0.43 -0.77 3.32
C -1.38 -1.16 4.28
C -0.93 -1.67 5.48
C 0.46 -1.78 5.74
C 1.39 -1.37 4.82
C 0.94 -0.86 3.59
C 4.97 0.73 1.50
C 5.99 0.31 2.35
C 7.27 0.77 2.11
C 7.53 1.65 1.04
C 6.52 2.07 0.20
C 5.23 1.60 0.44
N 1.49 2.25 -1.52
H -6.33 0.25 -0.99
H -5.77 1.39 -3.12
H -3.44 2.07 -3.60
H -0.36 4.37 -4.63
H 1.15 6.01 -5.74
H 3.49 6.25 -4.99
H 4.37 4.86 -3.13
H -4.57 -0.23 0.69
H -2.44 -1.04 4.09
H -1.64 -1.98 6.23
H 0.78 -2.19 6.69
H 2.45 -1.44 5.02
H 5.77 -0.37 3.16
H 8.09 0.44 2.74
H 8.55 1.99 0.88
H 6.71 2.75 -0.62
O 2.18 -1.69 -3.77
C 1.98 -1.28 -2.65
O 1.34 -0.18 -2.34
C 2.47 -2.00 -1.36
O 3.06 -3.05 -1.37
O 2.16 -1.30 -0.31
N -7.56 -4.90 3.51
C -6.70 -4.54 2.83
C -5.63 -4.10 1.97
C -5.66 -4.45 0.62
C -4.64 -4.04 -0.21
C -3.59 -3.28 0.30
C -3.57 -2.91 1.65
C -4.59 -3.33 2.48
N -2.55 -2.86 -0.54
C -2.64 -2.49 -1.87
C -1.42 -2.01 -2.21
N -0.56 -2.10 -1.13
C -1.26 -2.60 -0.16
H -6.48 -5.04 0.23
H -4.63 -4.32 -1.25
H -2.80 -2.24 2.00
H -4.58 -3.05 3.53
H -3.58 -2.51 -2.40
H -1.10 -1.57 -3.13
H -0.91 -2.79 0.84
*
```

Q: Which E values were calculated for the entries above? A: -136475.341 -93706.988, in eV.